Record 1
Formula: C35H51BrClIN2O10
Source: OMol25
Level of theory: ωB97M-V with the def2-TZVPD basis set

```
101
Properties=species:S:1:pos:R:3:forces:R:3
C 7.689 -0.208 3.927 0.12 0.14 0.56
C 7.751 1.404 3.486 0.40 -1.33 0.65
C 6.555 2.140 4.331 -1.17 -1.01 -1.11
Br 7.444 3.381 5.638 -0.82 -0.50 -0.71
C 5.399 2.861 3.394 -2.22 3.26 -1.15
C 5.040 4.488 3.525 -1.56 -2.71 -2.17
C 3.848 5.177 2.612 0.16 -4.74 -1.36
C 3.061 4.200 1.558 2.80 -0.06 2.77
I 1.499 5.135 0.304 1.42 -0.93 1.15
C 3.357 2.565 1.375 0.17 1.70 0.78
N 2.483 1.851 0.381 5.55 -4.12 3.95
C 2.906 0.409 0.371 -0.12 0.98 0.06
C 2.054 -0.595 -0.661 -0.02 0.13 0.18
C 0.501 -0.113 -0.892 -0.57 -1.04 -0.44
C -0.559 -1.368 -0.597 -0.65 0.80 -0.60
C -2.094 -0.819 -0.245 -0.11 -1.06 -0.37
C -2.308 -0.605 1.370 0.07 -0.32 -0.15
C -3.657 -1.307 1.985 -0.65 0.51 0.86
C -4.992 -1.194 1.038 -0.25 -0.34 -0.41
C -5.295 0.314 0.451 0.86 -1.26 0.52
O -5.211 1.247 1.598 -0.89 0.83 -3.13
C -5.360 2.590 0.961 0.39 -0.21 0.53
C 4.089 -0.295 1.239 0.26 3.00 1.34
C 4.457 -1.911 1.069 0.81 0.62 1.05
C 5.445 -2.219 -0.217 0.62 1.06 0.33
C 5.704 -0.931 -1.197 0.75 -0.49 -1.05
Cl 4.666 -3.670 -1.146 0.84 1.38 0.58
N 4.900 0.481 2.235 -4.61 1.36 -3.95
C 4.530 1.935 2.311 -0.04 0.08 -0.13
H 6.565 -0.555 4.004 2.37 0.58 -0.53
H 8.329 -0.895 3.214 -1.46 1.42 1.33
H 8.141 -0.346 5.023 -0.89 0.48 -2.36
H 7.669 1.532 2.315 -0.04 -0.17 2.56
H 8.804 1.779 3.870 -2.31 -0.50 -1.03
H 5.998 1.318 4.995 1.27 1.98 -1.45
H 5.603 5.218 4.270 -1.19 -2.06 -1.71
H 3.544 6.329 2.689 0.83 -2.97 -0.19
H 2.001 -1.709 -0.253 0.41 2.50 -0.58
H 2.596 -0.684 -1.720 -0.99 0.43 2.41
H 0.147 0.765 -0.203 1.07 -1.49 -1.51
H 0.401 0.129 -2.056 0.03 -0.08 2.74
H -0.193 -2.044 0.296 -0.70 1.26 -1.88
H -0.676 -1.995 -1.594 0.53 1.01 2.16
H -2.817 -1.676 -0.643 1.66 2.17 1.19
H -2.385 0.144 -0.876 0.90 -1.87 1.37
H -2.357 0.553 1.616 0.28 -2.49 -0.39
H -1.382 -1.139 1.901 -1.96 1.50 -0.97
H -3.910 -0.721 2.990 0.55 -1.22 -2.11
H -3.498 -2.437 2.324 -0.22 2.40 -1.10
H -4.896 -1.950 0.121 -0.25 1.79 1.99
H -5.952 -1.542 1.654 2.11 0.80 -1.22
H -6.343 0.298 -0.075 1.75 0.29 1.13
H -4.496 0.667 -0.343 -1.49 -0.91 1.47
H -5.413 3.358 1.854 0.03 -1.44 -2.01
H -4.381 2.772 0.305 -2.18 -0.13 1.29
H -6.334 2.590 0.284 2.03 0.30 1.46
H 3.512 -2.603 1.057 1.80 1.64 -0.15
H 5.087 -2.214 2.036 -1.49 0.87 -2.01
H 6.524 -2.595 0.129 -2.67 0.68 -0.61
H 6.561 -1.257 -1.958 -1.84 0.63 1.58
H 6.152 0.013 -0.624 -1.26 -2.17 -0.98
H 4.779 -0.648 -1.878 1.89 -0.53 1.74
C 4.277 -4.612 -6.233 -0.29 -0.21 0.34
C 4.124 -3.107 -6.317 0.07 -1.34 -0.46
C 5.410 -2.394 -6.608 0.47 -0.10 -0.79
O 5.186 -1.118 -6.037 -0.62 0.24 0.87
C 4.300 -1.307 -5.013 -0.53 1.48 1.64
O 4.033 -0.471 -4.168 0.54 -1.76 -1.80
O 3.756 -2.562 -5.061 0.32 1.22 0.27
H 4.975 -4.895 -5.438 -0.01 0.17 -0.15
H 3.317 -5.078 -5.987 0.14 0.07 -0.15
H 4.633 -5.026 -7.181 -0.07 0.13 0.09
H 3.344 -2.845 -7.042 0.12 0.07 0.00
H 5.608 -2.311 -7.681 -0.02 0.18 0.22
H 6.280 -2.845 -6.118 -0.16 -0.14 -0.01
C -7.968 6.637 4.476 0.11 0.46 -0.14
C -8.726 5.850 3.428 0.27 0.55 1.26
C -8.383 4.391 3.415 -0.17 -0.59 0.70
O -8.665 4.023 2.078 0.07 0.62 -0.83
C -8.484 5.150 1.325 0.12 0.06 -2.49
O -8.438 5.166 0.107 -0.10 -0.07 2.69
O -8.357 6.256 2.120 -0.09 -0.78 -0.89
H -6.887 6.575 4.313 -0.17 -0.16 -0.01
H -8.232 7.699 4.419 -0.04 -0.19 0.08
H -8.195 6.275 5.483 -0.03 0.01 -0.16
H -9.805 6.009 3.540 0.06 -0.12 -0.02
H -8.993 3.813 4.115 0.07 -0.01 -0.27
H -7.324 4.190 3.614 -0.05 0.17 0.07
C -4.054 -5.563 -4.279 0.22 -0.43 0.05
C -4.376 -4.891 -2.959 -0.24 -0.52 -1.27
C -4.263 -3.397 -3.009 -0.56 0.55 -0.59
O -3.979 -3.069 -1.662 0.34 -0.83 0.42
C -3.335 -4.153 -1.131 1.31 -0.27 2.29
O -2.759 -4.156 -0.057 -1.35 0.03 -2.42
O -3.421 -5.232 -1.968 0.20 0.80 0.88
H -3.030 -5.340 -4.596 -0.17 0.13 0.10
H -4.119 -6.651 -4.177 -0.10 0.19 -0.04
H -4.745 -5.242 -5.064 0.04 -0.02 0.16
H -5.363 -5.210 -2.603 0.04 0.13 0.00
H -5.190 -2.920 -3.339 0.17 0.03 0.22
H -3.436 -3.042 -3.634 -0.05 -0.19 -0.04
```
Forces are in eV/Å.

SMILES ... CC[C@@H](Br)c1ccc(I)c2nc(CCCCCCCCOC)c(C[C@H](C)Cl)nc12.C[C@@H]1COC(=O)O1.C[C@@H]1COC(=O)O1.C[C@@H]1COC(=O)O1
Energy ... -5557.45948 Eh
Multiplicity ... 1
Net charge ... 0

Here are the Mulliken charges for atoms 1 to 2, given in e:
1 C -0.863
2 C -0.376

***

Record 2
Formula: C24H47O7PtS2Sb2Si
Source: OMol25
Level of theory: ωB97M-V with the def2-TZVPD basis set

```
84
Properties=species:S:1:pos:R:3:forces:R:3
Pt 0.703 -0.137 0.478 -0.36 -0.28 0.01
C -2.130 -2.173 2.660 0.36 -0.03 -0.64
Sb -0.401 -3.153 1.734 -0.58 0.35 1.63
C 0.012 -4.163 3.592 0.16 0.32 -0.45
C -0.593 -5.824 0.487 0.10 -0.25 -1.80
C -0.689 -5.533 -0.872 0.07 -0.13 0.88
C -1.956 -5.613 -1.507 -0.63 -0.02 -0.64
C -2.095 -5.459 -2.862 -0.78 -0.23 0.85
C -0.981 -5.180 -3.652 0.87 0.16 0.43
C 0.254 -5.018 -3.053 -0.24 -0.08 -0.64
C 0.438 -5.175 -1.685 1.31 0.12 0.46
C 1.765 -4.925 -1.122 -0.17 0.14 -0.34
Sb 2.046 -2.683 -0.825 -0.69 0.90 -1.74
C 1.658 -1.923 -2.877 0.28 -1.00 0.65
C 4.199 -2.610 -0.971 -0.39 -0.36 0.04
H -2.733 -2.930 3.148 0.03 -0.24 0.14
H -2.749 -1.676 1.918 0.10 -0.01 0.03
H -1.755 -1.460 3.393 0.01 -0.01 -0.01
H -0.785 -4.877 3.785 -0.11 -0.04 0.08
H 0.041 -3.400 4.368 -0.05 -0.07 0.07
H 0.974 -4.661 3.537 0.04 -0.08 0.03
H -1.469 -6.195 0.995 -0.29 0.28 0.27
H 0.349 -6.028 0.965 0.23 0.29 0.17
H -2.819 -5.823 -0.891 -0.12 -0.06 -0.01
H -3.066 -5.553 -3.318 -0.12 -0.03 -0.01
H -1.080 -5.077 -4.721 -0.02 0.04 -0.14
H 1.109 -4.768 -3.660 0.12 0.02 -0.07
H 2.566 -5.137 -1.825 0.00 -0.17 -0.04
H 1.958 -5.377 -0.154 0.08 0.14 0.03
H 2.203 -2.542 -3.575 0.14 -0.01 -0.43
H 2.005 -0.898 -2.927 0.12 0.11 0.09
H 0.595 -1.958 -3.092 -0.14 0.03 0.00
H 4.517 -3.104 -1.890 0.01 0.01 0.08
H 4.630 -3.095 -0.097 0.01 0.04 -0.05
H 4.491 -1.561 -0.991 -0.14 -0.02 0.03
C -3.077 3.492 0.867 0.14 -0.24 -0.05
C -2.517 2.169 1.372 -0.56 -0.08 0.51
C -3.493 1.042 1.037 0.30 0.18 -0.01
C -2.286 2.239 2.885 -0.03 -0.01 -0.35
O -1.264 1.849 0.737 -0.04 -0.05 0.22
Si -0.290 2.702 -0.242 1.16 -0.82 -0.93
S 0.584 1.027 -1.402 -0.01 0.13 0.51
O -1.067 3.595 -1.298 -0.40 0.20 -0.06
C -0.836 4.185 -2.588 -0.12 0.19 -0.33
C -1.774 3.455 -3.550 0.18 0.20 0.25
C -1.193 5.663 -2.451 0.10 -0.37 -0.01
C 0.620 4.036 -3.021 -0.30 -0.03 0.19
O 0.869 3.561 0.455 -0.13 0.11 0.19
C 1.815 3.469 1.534 0.33 0.08 0.26
C 3.193 3.201 0.928 -0.35 0.02 0.02
C 1.441 2.346 2.498 -0.03 0.18 -0.30
C 1.769 4.830 2.233 0.01 -0.37 -0.19
H -3.996 3.722 1.399 -0.08 0.04 0.10
H -3.285 3.434 -0.196 -0.08 0.05 -0.11
H -2.365 4.295 1.035 0.08 0.22 0.05
H -4.476 1.281 1.431 -0.15 -0.01 0.07
H -3.157 0.110 1.477 0.03 -0.04 0.07
H -3.570 0.905 -0.038 0.00 0.05 -0.16
H -3.242 2.224 3.401 -0.10 0.01 0.08
H -1.775 3.161 3.154 0.11 0.03 0.04
H -1.693 1.388 3.220 0.02 -0.06 0.02
H -2.799 3.539 -3.197 -0.11 0.03 -0.01
H -1.507 2.400 -3.588 0.02 -0.11 -0.04
H -1.708 3.874 -4.551 0.02 0.05 -0.12
H -2.202 5.773 -2.067 -0.16 0.02 0.04
H -1.124 6.154 -3.417 0.00 0.10 -0.10
H -0.501 6.135 -1.759 0.05 0.11 0.06
H 0.856 2.999 -3.244 0.08 -0.04 -0.08
H 1.278 4.384 -2.228 0.13 0.07 0.04
H 0.790 4.637 -3.911 0.06 0.02 -0.10
H 3.191 2.241 0.408 0.03 -0.03 0.01
H 3.941 3.177 1.717 0.09 -0.03 0.02
H 3.452 3.981 0.215 0.02 0.08 -0.04
H 1.526 1.374 1.988 0.04 0.20 0.21
H 0.421 2.476 2.843 -0.12 -0.05 0.11
H 2.106 2.333 3.356 0.11 -0.01 0.05
H 2.007 5.610 1.515 0.04 0.11 -0.03
H 2.477 4.873 3.057 0.09 -0.02 0.05
H 0.769 5.010 2.622 -0.11 0.04 0.07
O 0.742 -1.395 2.374 -1.70 -0.14 -1.01
S 2.241 -1.745 2.216 2.56 -0.42 0.76
O 2.907 -1.487 3.434 0.07 0.09 0.61
O 2.263 -3.138 1.759 -0.19 -0.70 0.46
O 2.726 -0.896 1.092 -0.29 1.20 0.01
```
Forces are in eV/Å.

Energy ... -3154.84796 Eh
Multiplicity ... 1
Net charge ... +1
ΔE to the lowest compared entry with this formula, charge and spin ... 54.0 kcal per mole

Here are the Mulliken charges for atoms 1 to 2, given in e:
1 Pt 1.921
2 C -1.292

***

Record 3
Formula: C16H22N2O2S
Source: OMol25
Level of theory: ωB97M-V with the def2-TZVPD basis set

```
43
Properties=species:S:1:pos:R:3:forces:R:3
O 1.976 1.426 -1.329 1.11 0.23 -0.07
C 1.173 0.758 -1.933 -1.14 -0.69 1.98
C 0.161 1.297 -2.828 -0.50 1.06 -2.38
C 0.070 2.664 -3.303 -1.58 -1.82 -0.87
C -0.951 2.976 -4.229 0.45 -1.53 1.65
C -1.921 2.023 -4.616 2.09 -0.87 2.52
C -1.940 0.753 -3.970 -0.70 -0.35 -1.66
C -0.806 0.340 -3.251 0.01 1.34 1.85
S -0.632 -1.159 -2.311 1.09 0.50 0.18
N 0.882 -0.584 -1.558 -1.00 1.67 -1.80
C 1.396 -1.127 -0.318 0.55 -1.75 -0.13
N 0.376 -1.509 0.611 -1.63 -0.99 1.07
C 0.453 -2.872 1.214 2.61 -0.08 0.37
C 0.134 -3.980 0.207 -0.53 -0.12 -0.92
O 0.067 -5.330 0.711 -0.28 0.59 0.37
C -0.041 -0.560 1.642 0.45 1.55 1.03
C 1.169 -0.122 2.552 -0.81 2.69 -0.60
C 0.686 1.004 3.589 2.93 1.26 -1.73
C -0.006 2.144 2.846 -1.77 -0.06 0.80
C -1.284 1.715 2.057 1.32 -0.13 1.76
C -0.878 0.649 1.081 1.88 -0.14 -1.32
H 0.635 3.547 -3.076 0.88 -0.47 0.82
H -1.042 4.026 -4.385 -0.24 0.45 -1.00
H -2.592 2.327 -5.342 -1.75 0.22 -1.02
H -2.835 0.056 -4.116 1.54 0.99 0.05
H 2.203 -0.510 0.066 -0.42 0.95 -0.06
H 1.991 -2.015 -0.575 -0.44 -0.27 0.04
H 1.564 -3.019 1.502 -1.45 -0.06 0.18
H -0.167 -2.936 2.161 0.64 0.03 -1.40
H 0.849 -4.028 -0.636 -0.15 0.60 0.34
H -0.846 -3.660 -0.244 0.60 -0.96 0.42
H 0.944 -5.728 0.857 -0.41 0.69 -0.23
H -0.750 -1.018 2.334 0.07 -0.55 -0.23
H 1.617 -0.855 3.142 0.23 -1.99 0.79
H 2.055 0.212 1.915 -1.35 0.29 0.74
H 1.638 1.517 4.046 -1.64 -1.28 -0.49
H 0.046 0.681 4.394 -0.10 -0.63 0.17
H -0.315 2.854 3.607 -0.16 0.31 0.21
H 0.633 2.715 2.211 0.82 0.06 -0.72
H -1.685 2.601 1.581 -0.25 -0.01 -0.31
H -2.030 1.354 2.799 0.28 0.06 -0.48
H -0.243 1.128 0.274 -0.74 -0.34 0.69
H -1.753 0.240 0.621 -0.49 -0.46 -0.62
```
Forces are in eV/Å.

SMILES ... O=c1c2ccccc2sn1CN(CCO)C1CCCCC1
Energy ... -1280.98670 Eh
Multiplicity ... 1
Net charge ... 0
ΔE to the lowest compared entry with this formula, charge and spin ... 87.5 kcal per mole

Here are the natural (NBO) charges for atoms 1 to 2, given in e:
1 O -0.605
2 C 0.646

***

Record 4
Formula: C3H4OS
Source: OMol25
Level of theory: ωB97M-V with the def2-TZVPD basis set

```
9
Properties=species:S:1:pos:R:3:forces:R:3
C -0.762 -0.665 0.444 -0.22 -0.75 3.74
C 0.045 0.493 0.157 -1.41 2.94 1.08
S 0.092 1.782 1.164 0.30 -0.38 -0.50
C 0.852 0.489 -1.028 2.44 1.33 -0.43
O 1.001 -0.593 -1.514 0.66 -0.37 -1.66
H -0.051 -1.426 0.730 0.39 -0.69 -0.24
H -1.500 -1.152 -0.147 -0.35 0.28 -1.16
H -1.167 -0.406 1.453 -0.44 -0.47 -0.87
H 1.489 1.478 -1.260 -1.38 -1.89 0.05
```
Forces are in eV/Å.

SMILES ... CC(=S)C=O
Energy ... -590.07474 Eh
Multiplicity ... 1
Net charge ... 0
ΔE to the lowest compared entry with this formula, charge and spin ... 31.3 kcal per mole

Here are the natural (NBO) charges for atoms 1 to 2, given in e:
1 C -0.703
2 C -0.164

***

Record 5
Formula: C5H11NO2
Source: OMol25
Level of theory: ωB97M-V with the def2-TZVPD basis set

```
19
Properties=species:S:1:pos:R:3:forces:R:3
O -1.804 -0.485 -0.119 1.51 2.98 0.14
C -1.515 0.714 0.181 -4.17 -1.53 0.69
O 2.767 -1.217 -1.766 -1.28 -1.21 1.28
C -2.692 1.524 0.766 0.17 1.55 -1.10
C -0.229 1.282 0.184 3.22 -1.14 -0.41
C 0.843 0.499 -0.434 -0.07 -1.71 -1.74
C 0.583 -1.472 0.890 -1.58 -0.69 0.98
N 1.592 -0.449 0.492 -2.61 -0.59 1.15
H 3.261 -0.450 -1.987 0.87 1.26 -0.30
H -2.485 2.208 1.620 0.31 -0.51 -0.65
H -3.366 0.773 1.087 -0.92 -0.51 0.31
H -3.220 2.167 -0.033 0.90 -1.04 1.03
H -0.014 2.173 0.746 -0.14 0.29 0.13
H 1.709 1.014 -0.873 -0.47 0.55 -0.15
H 0.337 -0.165 -1.208 0.82 0.89 0.53
H -0.348 -0.910 1.431 2.45 -2.09 -1.02
H 0.971 -2.320 1.565 -0.19 1.74 -0.71
H 0.154 -2.023 -0.018 0.49 0.95 1.07
H 2.208 -0.987 -0.212 0.70 0.80 -1.24
```
Forces are in eV/Å.

Energy ... -402.06850 Eh
Multiplicity ... 1
Net charge ... 0
ΔE to the lowest compared entry with this formula, charge and spin ... 194.3 kcal per mole

Here are the natural (NBO) charges for atoms 1 to 2, given in e:
1 O -0.436
2 C 0.408